1.
{"formula": "C28H41CdN2SSb", "method": "wB97M-V/def2-TZVPD", "symbols": ["Cd", "C", "C", "C", "C", "C", "C", "C", "C", "C", "S", "C", "N", "H", "H", "H", "H", "H", "H", "H", "H", "C", "C", "C", "Sb", "C", "C", "C", "C", "C", "C", "H", "H", "H", "H", "H", "H", "H", "H", "H", "H", "H", "H", "H", "H", "H", "H", "H", "H", "H", "H", "H", "C", "N", "C", "C", "C", "C", "C", "C", "C", "C", "H", "H", "H", "H", "H", "H", "H", "H", "H", "H", "H", "H"], "positions_angstrom": [[9.820, 11.377, 10.403], [13.316, 11.432, 10.884], [13.081, 10.507, 9.762], [14.145, 10.041, 9.025], [13.895, 9.359, 7.884], [12.560, 9.130, 7.427], [12.245, 8.532, 6.169], [10.926, 8.349, 5.851], [9.890, 8.803, 6.672], [10.148, 9.378, 7.918], [8.753, 9.754, 8.847], [11.539, 9.608, 8.274], [11.845, 10.371, 9.356], [13.029, 12.419, 10.518], [14.324, 11.439, 11.239], [12.637, 11.249, 11.744], [15.147, 10.340, 9.271], [14.791, 9.013, 7.340], [12.945, 8.041, 5.527], [10.654, 7.700, 5.035], [8.871, 8.526, 6.390], [10.386, 16.182, 10.604], [9.033, 15.733, 10.076], [8.346, 16.789, 9.274], [9.299, 13.865, 9.056], [7.372, 13.477, 8.068], [7.025, 14.249, 6.811], [6.284, 13.547, 9.109], [10.720, 14.301, 7.493], [10.674, 13.273, 6.413], [10.776, 15.714, 6.864], [10.286, 17.218, 11.071], [11.162, 16.313, 9.780], [10.830, 15.557, 11.332], [8.421, 15.484, 10.920], [8.897, 17.054, 8.311], [8.224, 17.722, 9.834], [7.339, 16.458, 8.993], [7.545, 12.466, 7.800], [6.648, 15.281, 6.903], [6.242, 13.637, 6.361], [7.749, 14.215, 6.030], [6.011, 14.580, 9.244], [6.643, 13.113, 10.074], [5.362, 13.012, 8.767], [11.696, 14.075, 8.025], [9.774, 13.426, 5.866], [10.695, 12.252, 6.869], [11.463, 13.402, 5.676], [9.878, 15.765, 6.263], [11.593, 15.759, 6.177], [10.826, 16.542, 7.561], [10.987, 6.904, 12.726], [10.350, 8.082, 13.270], [8.876, 8.070, 13.172], [10.990, 9.278, 12.729], [10.439, 10.510, 13.340], [10.416, 10.572, 14.740], [9.782, 11.655, 15.382], [9.256, 12.664, 14.613], [9.324, 12.589, 13.215], [9.922, 11.538, 12.558], [10.411, 6.015, 13.109], [11.981, 6.788, 13.118], [10.975, 6.843, 11.630], [8.541, 7.142, 13.685], [8.527, 8.084, 12.128], [8.465, 8.948, 13.735], [10.930, 9.283, 11.619], [12.075, 9.202, 12.981], [10.788, 9.761, 15.380], [9.627, 11.696, 16.434], [8.748, 13.511, 15.066], [8.818, 13.369, 12.623]], "mulliken_charge": [0.990, -1.193, 0.379, -0.909, -0.654, 0.956, -0.920, -0.566, -0.764, 0.730, -0.575, -0.955, 0.701, 0.122, 0.480, 0.087, 0.464, 0.350, 0.364, 0.380, 0.415, -1.404, 0.421, -1.176, 0.049, 0.369, -1.413, -1.409, 0.551, -1.369, -1.617, 0.383, 0.241, 0.375, 0.301, 0.115, 0.519, 0.189, 0.302, 0.223, 0.495, 0.312, 0.320, 0.277, 0.408, 0.275, 0.282, 0.190, 0.476, 0.352, 0.491, 0.299, -0.997, -0.012, -0.827, -0.407, 1.243, -0.469, -0.668, -0.599, 0.072, -0.795, 0.331, 0.326, 0.300, 0.385, 0.243, 0.236, 0.111, 0.416, 0.344, 0.412, 0.382, 0.266], "fmax_ha_per_bohr": 0.0544, "energy_ha": -2007.1530, "spin_multiplicity": 1, "lumo_energy_ev": 0.070, "charge": 0, "homo_lumo_gap_ev": 7.1998}


2.
{"formula": "C31H70ClNO15P", "method": "wB97M-V/def2-TZVPD", "symbols": ["C", "C", "C", "C", "C", "N", "C", "C", "O", "O", "P", "O", "Cl", "H", "H", "H", "H", "H", "H", "H", "H", "H", "H", "C", "O", "C", "C", "O", "C", "H", "H", "H", "H", "H", "H", "H", "H", "H", "H", "C", "O", "C", "C", "O", "C", "H", "H", "H", "H", "H", "H", "H", "H", "H", "H", "C", "O", "C", "C", "O", "C", "H", "H", "H", "H", "H", "H", "H", "H", "H", "H", "C", "O", "C", "C", "O", "C", "H", "H", "H", "H", "H", "H", "H", "H", "H", "H", "C", "O", "C", "C", "O", "C", "H", "H", "H", "H", "H", "H", "H", "H", "H", "H", "C", "O", "C", "C", "O", "C", "H", "H", "H", "H", "H", "H", "H", "H", "H", "H"], "positions_angstrom": [[2.027, -4.981, -0.734], [2.461, -5.197, 0.356], [3.066, -5.489, 1.646], [4.591, -5.274, 1.548], [5.186, -4.572, 2.767], [4.734, -3.213, 2.992], [4.938, -2.259, 1.926], [4.029, -1.046, 2.262], [2.807, -1.338, 2.210], [4.561, 0.060, 2.568], [6.747, -1.828, 1.840], [7.246, -2.999, 0.761], [6.873, -0.152, 0.617], [1.935, -4.693, -1.749], [2.599, -4.887, 2.418], [2.871, -6.541, 1.837], [5.072, -6.247, 1.459], [4.797, -4.752, 0.619], [6.273, -4.607, 2.750], [4.887, -5.145, 3.645], [3.772, -3.172, 3.297], [4.606, -2.614, 0.939], [6.599, -3.709, 0.704], [3.971, 2.151, 0.387], [4.152, 2.271, -1.030], [3.024, 1.830, -1.754], [2.183, 2.984, -2.251], [1.574, 3.702, -1.187], [2.244, 4.906, -0.873], [4.778, 2.695, 0.874], [3.015, 2.576, 0.702], [4.026, 1.112, 0.696], [2.418, 1.150, -1.146], [3.390, 1.272, -2.624], [1.371, 2.588, -2.873], [2.784, 3.656, -2.870], [2.061, 5.662, -1.649], [3.319, 4.750, -0.764], [1.845, 5.271, 0.072], [0.068, -2.829, -6.709], [-1.231, -2.970, -6.168], [-1.315, -3.971, -5.163], [-1.312, -3.377, -3.773], [-0.073, -2.762, -3.468], [-0.104, -1.349, -3.573], [0.084, -1.912, -7.296], [0.827, -2.759, -5.926], [0.303, -3.672, -7.369], [-0.497, -4.690, -5.269], [-2.257, -4.506, -5.319], [-1.460, -4.184, -3.047], [-2.136, -2.666, -3.658], [-0.652, -0.915, -2.731], [-0.561, -1.023, -4.512], [0.925, -0.994, -3.538], [2.135, 2.322, -8.795], [0.894, 2.010, -8.192], [0.996, 1.011, -7.188], [0.983, 1.605, -5.798], [2.141, 2.387, -5.551], [1.908, 3.778, -5.660], [1.999, 3.232, -9.378], [2.915, 2.494, -8.049], [2.448, 1.517, -9.469], [1.897, 0.409, -7.334], [0.128, 0.353, -7.297], [0.981, 0.789, -5.067], [0.076, 2.197, -5.644], [1.333, 4.132, -4.797], [1.374, 4.032, -6.580], [2.874, 4.280, -5.666], [0.291, -1.935, 3.409], [-0.657, -2.768, 4.096], [-0.889, -2.369, 5.430], [-2.192, -1.612, 5.573], [-2.149, -0.360, 4.902], [-2.803, -0.376, 3.649], [0.244, -2.175, 2.351], [0.061, -0.876, 3.542], [1.300, -2.131, 3.759], [-0.056, -1.767, 5.806], [-0.950, -3.281, 6.037], [-2.367, -1.399, 6.632], [-3.029, -2.216, 5.208], [-3.893, -0.397, 3.785], [-2.495, -1.232, 3.045], [-2.533, 0.539, 3.124], [-5.689, -2.429, 7.576], [-4.848, -1.325, 7.849], [-5.333, -0.110, 7.293], [-5.997, 0.748, 8.345], [-7.188, 0.152, 8.842], [-7.016, -0.473, 10.099], [-5.369, -3.253, 8.211], [-6.736, -2.203, 7.790], [-5.590, -2.736, 6.528], [-6.022, -0.309, 6.467], [-4.470, 0.429, 6.888], [-6.280, 1.703, 7.893], [-5.300, 0.954, 9.162], [-6.925, 0.277, 10.892], [-6.137, -1.122, 10.111], [-7.901, -1.078, 10.291], [-4.542, 5.597, -1.521], [-3.194, 5.927, -1.254], [-2.383, 4.790, -0.976], [-1.549, 4.388, -2.168], [-2.359, 3.917, -3.243], [-2.545, 4.878, -4.262], [-5.025, 6.483, -1.931], [-4.623, 4.783, -2.246], [-5.059, 5.312, -0.597], [-3.000, 3.951, -0.642], [-1.713, 5.064, -0.156], [-0.889, 3.569, -1.874], [-0.920, 5.221, -2.495], [-1.629, 4.996, -4.852], [-2.840, 5.849, -3.855], [-3.337, 4.517, -4.917]], "mulliken_charge": [-0.103, -0.666, -0.279, -0.617, -1.259, -0.237, 0.490, 0.159, -0.670, -0.759, 0.066, -0.508, -0.230, 0.553, 0.157, 0.385, 0.469, 0.356, 0.374, 0.488, 0.293, 0.213, 0.384, -0.345, -0.452, -0.847, 0.383, -0.345, -0.909, 0.312, 0.230, -0.025, 0.358, 0.405, -0.070, 0.267, 0.347, 0.384, 0.263, -0.492, -0.391, -0.529, -0.490, -0.354, -0.855, 0.043, 0.273, 0.360, 0.307, 0.394, 0.445, 0.304, 0.307, 0.354, 0.294, -0.676, -0.431, -0.531, 0.522, -0.384, -0.639, 0.243, 0.275, 0.333, 0.362, 0.194, -0.284, 0.292, 0.107, 0.393, 0.266, -0.644, -0.393, -0.779, -0.055, -0.385, -0.739, 0.317, 0.335, 0.202, 0.365, 0.384, 0.251, 0.253, 0.287, 0.327, 0.256, -0.833, -0.342, -0.244, -0.742, -0.367, -0.683, 0.252, 0.379, 0.326, 0.347, 0.314, 0.383, 0.366, 0.322, 0.286, 0.239, -0.678, -0.394, -0.660, 0.091, -0.416, -0.743, 0.244, 0.290, 0.316, 0.371, 0.334, 0.017, 0.324, 0.241, 0.373, 0.273], "fmax_ha_per_bohr": 0.0310, "energy_ha": -3207.8335, "spin_multiplicity": 1, "lumo_energy_ev": 2.146, "charge": -1, "homo_lumo_gap_ev": 7.3240}


3.
{"formula": "C14H47HfN2O14S", "method": "wB97M-V/def2-TZVPD", "symbols": ["Hf", "S", "O", "O", "O", "O", "C", "C", "C", "O", "H", "H", "H", "H", "H", "H", "H", "C", "C", "C", "O", "H", "H", "H", "H", "H", "H", "H", "O", "H", "C", "C", "C", "O", "C", "N", "H", "H", "H", "H", "H", "H", "H", "H", "H", "H", "H", "C", "C", "C", "O", "C", "N", "H", "H", "H", "H", "H", "H", "H", "H", "H", "H", "H", "O", "H", "H", "O", "H", "H", "O", "H", "H", "O", "H", "H", "O", "H", "H"], "positions_angstrom": [[-0.047, 2.066, -4.348], [-2.463, -0.719, -4.620], [-3.875, -0.543, -4.303], [-2.262, -0.698, -6.061], [-1.661, 0.467, -4.079], [-1.957, -1.945, -3.963], [-3.496, 4.470, -2.058], [-2.026, 4.036, -1.970], [-1.752, 3.694, -0.508], [-1.593, 2.999, -2.765], [-3.672, 5.290, -1.355], [-4.237, 3.695, -1.851], [-3.884, 4.924, -2.975], [-1.444, 4.945, -2.191], [-2.125, 4.503, 0.128], [-0.670, 3.626, -0.403], [-2.352, 2.843, -0.184], [2.091, 1.713, -0.733], [1.127, 0.606, -1.243], [0.044, 0.426, -0.142], [0.739, 0.809, -2.540], [1.637, 2.663, -0.435], [2.771, 2.120, -1.492], [2.751, 1.317, 0.042], [1.843, -0.201, -1.033], [-0.301, -0.608, -0.174], [-0.756, 1.141, -0.326], [0.485, 0.597, 0.839], [1.150, 3.776, -3.643], [1.040, 3.904, -2.698], [3.192, -2.397, 0.671], [2.676, -3.801, 0.982], [2.907, -4.247, 2.413], [4.245, -4.180, 2.795], [4.436, -4.499, 4.166], [1.225, -3.887, 0.674], [4.275, -2.512, 0.568], [3.057, -1.653, 1.459], [2.732, -2.002, -0.233], [3.101, -4.571, 0.335], [2.381, -5.202, 2.555], [2.333, -3.651, 3.144], [3.915, -3.743, 4.759], [5.477, -4.533, 4.479], [4.039, -5.496, 4.373], [0.801, -3.415, 1.465], [0.958, -3.462, -0.202], [-2.133, 0.387, 2.222], [-2.805, -0.699, 3.068], [-2.309, -2.114, 2.734], [-3.054, -3.084, 3.472], [-4.397, -3.209, 3.083], [-2.746, -0.308, 4.453], [-1.049, 0.309, 2.370], [-2.386, 1.407, 2.516], [-2.242, 0.311, 1.139], [-3.838, -0.703, 2.708], [-1.287, -2.226, 3.114], [-2.225, -2.377, 1.677], [-4.993, -2.346, 2.778], [-4.954, -3.711, 3.874], [-4.440, -3.853, 2.195], [-3.082, 0.636, 4.582], [-1.752, -0.288, 4.669], [1.551, 5.237, 0.075], [1.142, 4.823, -0.690], [1.177, 4.771, 0.829], [-2.978, -0.350, -1.233], [-2.050, -0.294, -1.482], [-3.269, -1.189, -1.608], [1.408, -1.729, -3.902], [1.351, -0.863, -3.466], [2.320, -2.007, -3.775], [4.657, 3.620, 0.586], [4.565, 2.662, 0.622], [5.239, 3.836, 1.321], [2.227, 1.618, -4.911], [2.430, 1.045, -5.665], [3.067, 2.026, -4.670]], "mulliken_charge": [0.951, 1.256, -0.690, -0.782, -0.621, -0.719, -1.689, 0.616, -1.175, -0.547, 0.415, 0.370, 0.392, 0.195, 0.589, -0.027, 0.266, -1.946, 1.851, -1.114, 0.832, 0.453, 0.485, 0.212, -0.772, 0.485, -0.091, 0.506, -0.928, 0.332, -1.102, 0.505, -0.815, -0.326, -0.747, -0.642, 0.406, 0.276, 0.203, 0.167, 0.461, 0.323, 0.323, 0.253, 0.302, 0.165, 0.274, -1.182, 0.803, -0.584, -0.371, -0.723, -0.785, 0.248, 0.321, 0.148, 0.131, 0.193, 0.377, 0.297, 0.273, 0.297, 0.312, 0.296, -0.656, 0.317, 0.343, -0.562, 0.152, 0.291, -0.626, 0.220, 0.260, -0.590, 0.325, 0.288, -0.525, 0.309, 0.273], "fmax_ha_per_bohr": 0.2086, "energy_ha": -2170.6358, "de_lowest_kj_mol": 159.2, "spin_multiplicity": 1, "lumo_energy_ev": -0.054, "charge": -1, "homo_lumo_gap_ev": 4.3889}


4.
{"formula": "C7H14O3", "method": "wB97M-V/def2-TZVPD", "symbols": ["C", "C", "C", "C", "C", "C", "C", "O", "O", "O", "H", "H", "H", "H", "H", "H", "H", "H", "H", "H", "H", "H", "H", "H"], "positions_angstrom": [[0.874, -0.401, 0.414], [-1.166, 0.853, -0.224], [0.312, 1.034, 0.212], [1.613, -0.895, -0.828], [1.744, -0.547, 1.663], [-1.492, 1.512, -1.558], [-0.455, -1.121, 0.626], [-0.983, -1.847, -0.689], [-2.082, 1.326, 0.734], [-1.047, -1.311, 1.648], [-1.703, -2.431, -0.406], [-2.018, 0.772, 1.523], [-1.390, -0.363, -0.594], [0.329, 1.586, 1.152], [0.898, 1.575, -0.533], [2.540, -0.333, -0.936], [1.845, -1.956, -0.741], [2.087, -1.575, 1.776], [2.614, 0.104, 1.580], [1.019, -0.760, -1.729], [1.187, -0.273, 2.558], [-1.353, 2.592, -1.477], [-2.530, 1.327, -1.827], [-0.843, 1.131, -2.344]], "mulliken_charge": [1.923, 0.826, -1.314, -1.700, -1.776, -1.637, 0.337, -0.625, -0.607, -0.592, 0.320, 0.367, 0.227, 0.381, 0.346, 0.455, 0.394, 0.414, 0.413, 0.333, 0.388, 0.427, 0.385, 0.318], "fmax_ha_per_bohr": 0.0844, "energy_ha": -500.7803, "de_lowest_kj_mol": 217.6, "smiles": "C[C@H](O)CC(C)(C)C(=O)O", "spin_multiplicity": 1, "lumo_energy_ev": 0.720, "charge": 0, "homo_lumo_gap_ev": 9.9210}